[1]
Formula: C5H6O2
Source: the OMol25 dataset
Level of theory: ωB97M-V/def2-TZVPD

As for the spin multiplicity: 1. For the energy relative to the best compared isomer or geometry (same formula, charge and spin), the calculation gives 63.8 kcal/mol.

```
13
Properties=species:S:1:pos:R:3:lowdin_charge:R:1
O -2.34 1.01 -0.66 0.06
C -1.73 0.17 -0.04 -0.20
C -0.27 -0.03 -0.06 -0.28
C 1.02 0.72 0.33 -0.18
C 0.67 0.57 -1.09 0.01
C 0.35 -1.16 0.72 -0.14
O 1.63 -0.51 0.75 -0.06
H -2.26 -0.60 0.56 0.13
H 1.22 1.57 0.96 0.16
H -0.07 -1.13 1.74 0.13
H 1.35 -0.04 -1.66 0.12
H 0.19 1.40 -1.63 0.12
H 0.33 -2.18 0.34 0.13
```

[2]
Formula: C40H27F9N4PS3Zr
Source: the OMol25 dataset
Level of theory: ωB97M-V/def2-TZVPD

Its net charge is +1. As for the spin multiplicity: 1. For the energy relative to the best compared isomer or geometry (same formula, charge and spin), the calculation gives 4.5 kcal/mol.

```
85
Properties=species:S:1:pos:R:3:lowdin_charge:R:1
Zr -0.55 -1.04 -1.84 0.89
N 3.15 -0.12 -4.16 0.10
C 1.93 -0.05 -3.60 -0.83
S 0.84 -1.38 -3.93 0.61
N 1.69 1.01 -2.86 0.01
N 0.45 0.95 -2.26 -0.14
C -0.20 2.06 -2.10 -0.16
C 0.22 3.37 -2.64 -0.17
C 1.50 3.89 -2.49 -0.04
C 1.81 5.13 -3.02 -0.05
C 0.87 5.84 -3.74 -0.06
C -0.39 5.31 -3.95 -0.05
C -0.72 4.08 -3.39 -0.04
C -1.47 1.94 -1.33 -0.20
C -2.18 3.06 -0.91 0.01
C -3.36 2.89 -0.21 0.00
C -3.81 1.61 0.04 -0.01
C -3.06 0.53 -0.41 -0.12
N -1.91 0.69 -1.07 -0.04
H 3.38 -0.84 -4.82 0.10
H 3.76 0.67 -4.07 0.11
H 2.25 3.32 -1.97 0.09
H 2.81 5.53 -2.87 0.11
H 1.13 6.80 -4.16 0.11
H -1.12 5.84 -4.54 0.11
H -1.71 3.67 -3.57 0.12
H -1.80 4.05 -1.12 0.12
H -3.92 3.75 0.14 0.13
H -4.73 1.42 0.58 0.12
H -3.39 -0.49 -0.26 0.09
S -2.64 -2.06 -2.57 0.58
C -2.16 -3.76 -2.81 -0.66
C -2.94 -4.56 -3.64 -0.12
C -2.61 -5.88 -3.84 -0.07
C -1.49 -6.42 -3.21 -0.07
C -0.70 -5.63 -2.40 -0.11
C -1.03 -4.29 -2.19 -0.65
S -0.01 -3.33 -1.11 0.56
H -3.81 -4.13 -4.12 0.10
H -3.22 -6.50 -4.48 0.11
H -1.23 -7.46 -3.37 0.11
H 0.17 -6.04 -1.92 0.10
F -4.81 -1.91 4.81 0.15
C -3.69 -2.66 4.87 -0.58
F -3.24 -2.62 6.13 0.15
F -4.05 -3.93 4.60 0.15
C -2.65 -2.16 3.89 -0.10
C -1.57 -1.41 4.32 0.02
C -0.66 -0.94 3.40 -0.06
C -0.81 -1.21 2.04 -0.36
C -1.88 -1.99 1.63 -0.10
C -2.81 -2.46 2.54 0.02
P 0.45 -0.65 0.86 1.04
C 0.57 1.15 1.15 -0.36
C 1.64 1.84 0.59 -0.11
C 1.74 3.22 0.74 0.00
C 0.73 3.91 1.40 -0.10
C -0.34 3.23 1.95 0.00
C -0.41 1.85 1.84 -0.07
C 0.75 5.42 1.46 -0.57
F -0.16 5.94 0.60 0.14
F 1.95 5.92 1.12 0.15
F 0.44 5.87 2.68 0.15
C 1.97 -1.36 1.57 -0.33
C 2.96 -0.58 2.17 -0.06
C 4.05 -1.18 2.78 0.01
C 4.16 -2.56 2.81 -0.10
C 3.17 -3.35 2.23 0.02
C 2.08 -2.75 1.62 -0.08
C 5.36 -3.19 3.46 -0.58
F 6.43 -3.15 2.64 0.15
F 5.70 -2.55 4.59 0.15
F 5.15 -4.48 3.77 0.15
H -1.44 -1.20 5.38 0.13
H 0.20 -0.38 3.76 0.12
H -1.99 -2.29 0.58 0.05
H -3.63 -3.08 2.21 0.13
H 2.41 1.32 0.02 0.12
H 2.58 3.75 0.33 0.12
H -1.12 3.77 2.47 0.13
H -1.26 1.34 2.27 0.11
H 2.89 0.50 2.20 0.10
H 4.80 -0.56 3.25 0.13
H 3.24 -4.43 2.27 0.13
H 1.31 -3.38 1.21 0.05
```

[3]
Formula: C30H31BrF32GaO4
Source: the OMol25 dataset
Level of theory: ωB97M-V/def2-TZVPD

Its net charge is -1. As for the total energy: -9157.06765 a.u. As for the spin multiplicity: 1.

```
99
Properties=species:S:1:pos:R:3:lowdin_charge:R:1
C 0.09 3.07 -5.00 -0.12
C 0.91 1.69 -5.23 -0.38
C 2.50 1.90 -5.06 -0.82
Br 3.44 0.55 -6.19 0.44
Ga 3.18 1.80 -3.11 0.24
C 2.11 0.50 -1.91 -0.29
C 2.21 0.81 -0.34 -0.21
C 3.40 1.64 0.24 -0.05
C 3.56 1.97 1.76 -0.08
C 2.47 1.38 2.73 -0.13
C 1.27 0.55 2.17 -0.10
C 1.13 0.25 0.65 -0.03
H 0.23 3.74 -5.92 0.07
H 0.49 3.61 -4.07 0.07
H -1.01 2.80 -4.85 0.05
H 0.58 0.85 -4.54 0.08
H 0.70 1.36 -6.31 0.08
H 2.76 2.93 -5.48 0.04
H 4.69 1.21 -3.19 -0.09
H 3.35 3.27 -2.43 -0.08
H 1.02 0.35 -2.24 0.03
H 2.61 -0.54 -2.04 0.06
H 4.21 2.04 -0.45 0.06
H 4.43 2.60 2.14 0.08
H 2.59 1.59 3.84 0.07
H 0.52 0.17 2.95 0.07
H 0.24 -0.36 0.29 0.07
C -3.53 -0.99 -3.36 -0.04
C -3.07 0.48 -3.29 -0.43
C -4.15 1.51 -2.94 -0.30
F -5.16 1.53 -3.83 0.09
F -3.63 2.76 -2.93 0.09
F -2.45 0.80 -4.45 0.12
F -2.11 0.55 -2.32 0.10
O -3.85 -1.52 -4.66 0.04
C -5.14 -1.28 -5.17 -0.51
C -5.13 -0.38 -6.41 -0.28
F -4.51 0.79 -6.18 0.10
F -6.39 -0.10 -6.81 0.09
F -5.93 -0.80 -4.18 0.13
F -5.65 -2.49 -5.49 0.14
H -2.68 -1.59 -3.03 0.15
H -4.32 -1.21 -2.63 0.14
H -4.57 1.32 -1.95 0.17
H -4.61 -0.88 -7.24 0.18
C -1.73 -3.26 2.55 -0.04
C -2.45 -3.04 3.90 -0.43
C -3.96 -3.27 3.91 -0.30
F -4.62 -2.45 3.07 0.09
F -4.47 -3.03 5.15 0.09
F -2.13 -1.81 4.37 0.13
F -1.90 -3.93 4.79 0.10
O -1.47 -2.09 1.76 0.03
C -2.53 -1.63 0.94 -0.50
C -3.05 -0.26 1.36 -0.27
F -3.46 -0.25 2.65 0.09
F -4.13 0.10 0.61 0.09
F -3.49 -2.57 0.88 0.13
F -2.02 -1.55 -0.32 0.13
H -0.73 -3.63 2.80 0.12
H -2.19 -4.06 1.96 0.15
H -4.20 -4.30 3.65 0.17
H -2.28 0.51 1.24 0.18
C 0.69 7.26 3.28 -0.05
C 2.03 7.76 2.70 -0.43
C 1.99 8.24 1.24 -0.30
F 1.61 7.28 0.38 0.10
F 3.23 8.63 0.85 0.09
F 2.97 6.80 2.87 0.13
F 2.43 8.81 3.47 0.09
O 0.45 5.84 3.27 0.03
C -0.07 5.28 2.08 -0.49
C 0.92 4.31 1.41 -0.29
F 2.10 4.91 1.15 0.09
F 0.43 3.87 0.23 0.10
F -0.48 6.26 1.26 0.13
F -1.18 4.60 2.44 0.14
H 0.71 7.51 4.34 0.14
H -0.17 7.81 2.89 0.14
H 1.33 9.10 1.13 0.17
H 1.12 3.44 2.05 0.14
C 2.46 -5.83 3.76 -0.04
C 1.55 -5.73 2.52 -0.42
C 1.10 -7.07 1.91 -0.30
F 2.13 -7.83 1.50 0.10
F 0.32 -6.85 0.82 0.09
F 2.14 -4.95 1.59 0.14
F 0.42 -5.06 2.90 0.07
O 3.88 -5.71 3.55 0.04
C 4.57 -6.88 3.16 -0.50
C 5.16 -6.78 1.75 -0.28
F 4.21 -6.51 0.83 0.10
F 5.73 -7.96 1.39 0.10
F 3.78 -7.95 3.34 0.13
F 5.58 -7.02 4.05 0.14
H 2.22 -4.96 4.37 0.15
H 2.21 -6.69 4.39 0.14
H 0.51 -7.64 2.63 0.17
H 5.91 -5.99 1.69 0.18
```

[4]
Formula: C4H9N2S
Source: the OMol25 dataset
Level of theory: ωB97M-V/def2-TZVPD

Its net charge is +1. As for the spin multiplicity: 1. For the energy relative to the best compared isomer or geometry (same formula, charge and spin), the calculation gives 98.6 kcal/mol.

```
16
Properties=species:S:1:pos:R:3:lowdin_charge:R:1
C 2.52 0.49 -0.33 -0.41
C -0.59 -0.36 0.08 -0.49
C -1.25 -1.53 0.67 -0.02
C 0.47 1.72 0.29 0.00
N -0.89 -0.21 -1.26 0.18
N -0.17 0.65 0.79 -0.01
S 2.12 -1.03 -0.29 0.83
H 3.11 1.08 -0.97 -0.01
H -0.50 -2.08 1.29 0.10
H -1.65 -2.29 -0.09 0.12
H -2.21 -1.21 1.21 0.13
H 0.40 2.07 -0.73 0.08
H 0.67 2.43 1.14 0.12
H -1.47 -0.86 -1.64 0.07
H -0.49 0.57 -1.91 0.17
H -0.07 0.56 1.74 0.14
```

[5]
Formula: C24H80N4O18
Source: the OMol25 dataset
Level of theory: ωB97M-V/def2-TZVPD

As for the spin multiplicity: 1. For the energy relative to the best compared isomer or geometry (same formula, charge and spin), the calculation gives 218.8 kcal/mol.

```
126
Properties=species:S:1:pos:R:3:lowdin_charge:R:1
C 4.13 0.95 4.59 -0.05
C 3.47 1.51 3.30 -0.37
C 4.48 2.32 2.51 -0.20
O 4.01 2.93 1.36 -0.19
C 4.07 2.24 0.15 -0.09
N 3.02 0.34 2.54 0.07
H 4.57 1.82 5.07 0.07
H 4.90 0.19 4.44 0.08
H 3.44 0.53 5.33 0.07
H 2.59 2.11 3.56 0.13
H 5.37 1.69 2.36 0.13
H 5.00 3.09 3.11 0.13
H 4.92 1.55 0.14 0.09
H 4.16 2.90 -0.72 0.09
H 3.17 1.64 -0.02 0.07
H 2.14 0.02 2.93 0.07
H 2.83 0.56 1.57 0.05
C -5.42 -2.35 1.50 -0.05
C -5.35 -2.59 2.99 -0.46
C -4.25 -1.85 3.72 -0.17
O -3.02 -2.42 3.33 -0.21
C -1.94 -2.26 4.21 -0.10
N -6.67 -2.38 3.57 0.03
H -4.37 -2.46 1.22 0.07
H -5.70 -1.33 1.25 0.06
H -6.02 -3.02 0.89 0.08
H -5.17 -3.67 3.04 0.14
H -4.41 -2.17 4.76 0.13
H -4.28 -0.77 3.63 0.12
H -1.04 -2.69 3.78 0.08
H -2.14 -2.78 5.16 0.10
H -1.78 -1.23 4.52 0.08
H -6.62 -2.76 4.51 0.07
H -7.33 -3.00 3.11 0.07
C -1.08 1.31 -0.38 -0.02
C 0.18 0.59 0.07 -0.37
C 0.17 -0.01 1.47 -0.19
O 0.18 1.04 2.48 -0.19
C -1.16 1.31 2.94 -0.05
N 0.57 -0.44 -0.90 0.07
H -0.97 1.76 -1.37 0.08
H -1.33 2.03 0.40 0.08
H -1.84 0.53 -0.44 0.05
H 1.01 1.31 -0.06 0.12
H 1.06 -0.63 1.52 0.09
H -0.79 -0.64 1.60 -0.02
H -1.13 2.40 3.04 0.08
H -1.31 0.89 3.93 0.08
H -2.02 1.07 2.31 0.07
H 1.48 -0.88 -0.69 0.03
H 0.84 0.01 -1.78 0.05
C 1.57 2.95 -3.08 -0.02
C 2.81 2.29 -3.79 -0.42
C 2.47 0.92 -4.31 -0.21
O 2.01 0.13 -3.24 -0.24
C 1.77 -1.24 -3.56 -0.06
N 3.28 3.21 -4.83 0.03
H 0.96 3.38 -3.87 0.07
H 1.99 3.68 -2.38 0.08
H 0.97 2.25 -2.51 0.05
H 3.65 2.22 -3.10 0.12
H 3.49 0.65 -4.62 0.13
H 1.78 0.84 -5.15 0.13
H 2.61 -1.80 -3.15 0.10
H 1.71 -1.29 -4.65 0.10
H 0.81 -1.51 -3.13 0.06
H 3.19 4.17 -4.55 0.07
H 4.24 2.97 -5.05 0.07
C -4.42 1.14 1.26 -0.22
C -4.57 2.65 1.02 -0.22
O -4.00 3.38 2.09 -0.06
O -3.27 0.54 0.68 -0.14
H -5.34 0.74 0.83 0.10
H -4.50 0.89 2.32 0.11
H -5.64 2.88 0.98 0.12
H -4.17 2.92 0.04 0.13
H -3.07 3.59 1.94 0.04
H -3.36 0.55 -0.28 0.09
C -0.43 -4.38 -1.76 -0.24
C 0.17 -5.10 -2.98 -0.24
O 0.08 -4.26 -4.10 -0.04
O -1.85 -4.20 -1.88 -0.07
H -0.02 -3.38 -1.61 0.09
H -0.16 -4.89 -0.83 0.10
H -0.31 -6.08 -3.09 0.12
H 1.18 -5.40 -2.69 0.11
H -0.24 -3.41 -3.79 0.06
H -2.25 -4.98 -1.51 0.10
C -1.93 3.28 -4.47 -0.26
C -1.69 1.88 -5.02 -0.22
O -2.50 1.60 -6.18 -0.07
O -3.30 3.57 -4.34 -0.06
H -1.45 4.08 -5.05 0.12
H -1.45 3.29 -3.48 0.10
H -1.89 1.07 -4.32 0.11
H -0.67 1.72 -5.38 0.11
H -1.89 1.65 -6.92 0.08
H -3.78 3.24 -5.11 0.08
C 5.30 -1.60 0.75 -0.24
C 4.34 -1.92 -0.37 -0.18
O 3.05 -1.25 -0.31 -0.12
O 4.68 -1.90 2.00 -0.10
H 5.58 -0.54 0.76 0.09
H 6.27 -2.11 0.77 0.12
H 4.18 -2.99 -0.46 0.12
H 4.75 -1.56 -1.32 0.11
H 2.36 -1.84 0.04 0.04
H 4.07 -1.19 2.22 0.01
O -1.23 4.67 1.66 -0.06
H -1.35 4.88 0.73 0.05
H -0.27 4.53 1.77 0.00
O 1.36 3.74 1.61 -0.05
H 2.30 3.55 1.42 0.02
H 1.03 2.90 1.97 0.02
O 0.96 -3.25 0.13 -0.14
H 1.12 -4.18 0.30 0.08
H 0.10 -3.08 0.52 0.03
O -1.00 -1.78 1.23 -0.04
H -1.84 -1.94 1.70 0.09
H -1.09 -0.84 0.86 0.07
O 1.42 -2.71 1.91 -0.10
H 0.50 -2.43 1.72 0.01
H 1.36 -3.18 2.75 0.07
O -1.96 -1.45 -2.75 -0.06
H -1.37 -0.87 -2.24 -0.01
H -1.85 -2.32 -2.34 -0.01
```

[6]
Formula: H4OS
Source: the OMol25 dataset
Level of theory: ωB97M-V/def2-TZVPD

As for the spin multiplicity: 1. For the energy relative to the best compared isomer or geometry (same formula, charge and spin), the calculation gives 2.7 kcal/mol.

```
6
Properties=species:S:1:pos:R:3:lowdin_charge:R:1
S -0.80 0.76 -1.70 0.50
H 0.18 -0.12 -1.66 -0.23
H -1.15 0.64 -0.45 -0.26
H 0.85 -1.17 1.34 0.04
H 0.71 0.33 1.19 0.00
O 0.22 -0.45 1.28 -0.05
```

[7]
Formula: C5H11O2
Source: the OMol25 dataset
Level of theory: ωB97M-V/def2-TZVPD

Its net charge is -1. As for the spin multiplicity: 1. For the energy relative to the best compared isomer or geometry (same formula, charge and spin), the calculation gives 28.2 kcal/mol.

```
18
Properties=species:S:1:pos:R:3:lowdin_charge:R:1
C 1.18 -2.11 -0.38 -0.20
C 0.13 -2.38 -1.47 -0.19
H 1.70 -2.90 0.13 0.03
H 2.11 -1.53 -0.81 0.10
H 0.66 -1.60 0.44 0.05
H -0.31 -1.38 -1.68 0.06
H -0.60 -3.13 -1.15 0.05
H 0.67 -2.72 -2.42 0.07
C -0.99 1.59 1.14 -0.20
C -0.98 1.87 -0.35 -0.15
C 0.46 1.85 1.77 -0.75
O 0.57 2.73 2.62 -0.08
O 1.36 1.09 1.27 -0.14
H -1.70 2.34 1.54 0.08
H -1.38 0.63 1.56 0.10
H -1.17 2.90 -0.64 0.07
H -1.66 1.17 -0.64 0.00
H -0.05 1.56 -0.92 0.09
```

[8]
Formula: C6H7NO
Source: the OMol25 dataset
Level of theory: ωB97M-V/def2-TZVPD

As for the spin multiplicity: 1. For the energy relative to the best compared isomer or geometry (same formula, charge and spin), the calculation gives 76.4 kcal/mol.

```
15
Properties=species:S:1:pos:R:3:lowdin_charge:R:1
C 0.67 1.26 2.39 -0.35
C -0.04 0.78 0.20 -0.23
C -1.01 1.24 -0.88 -0.07
C -0.89 -0.25 -1.38 -0.10
C 0.09 -0.48 -0.22 -0.21
C 0.91 -1.70 0.20 -0.04
N 1.07 1.01 3.48 0.15
O 0.44 1.57 1.21 0.12
H -2.07 1.47 -0.45 0.15
H -0.84 2.03 -1.51 0.07
H -1.71 -0.93 -1.66 0.12
H -0.19 -0.12 -2.20 0.10
H 0.45 -2.72 -0.08 0.10
H 1.19 -1.58 1.30 0.08
H 1.94 -1.57 -0.38 0.12
```

[9]
Formula: C5H13N3
Source: the OMol25 dataset
Level of theory: ωB97M-V/def2-TZVPD

As for the spin multiplicity: 1. For the energy relative to the best compared isomer or geometry (same formula, charge and spin), the calculation gives 69.0 kcal/mol.

```
21
Properties=species:S:1:pos:R:3:lowdin_charge:R:1
C -1.66 -0.08 0.62 -0.28
C -1.35 0.64 -0.72 -0.22
C -0.05 0.34 -1.40 -0.21
C 1.36 0.74 -0.77 -0.24
N 1.62 0.65 0.62 -0.06
C 2.30 -0.45 1.12 -0.38
N 2.26 -0.81 2.36 0.01
N -2.76 -1.07 0.48 -0.02
H -1.91 0.66 1.54 0.14
H -0.81 -0.65 0.97 0.07
H -2.11 0.25 -1.49 0.13
H -1.59 1.66 -0.51 0.08
H -0.13 -0.58 -1.80 0.05
H 0.02 0.81 -2.45 0.13
H 2.23 0.21 -1.23 0.11
H 1.38 1.80 -1.27 0.13
H 0.98 1.25 1.27 0.19
H 2.95 -0.93 0.23 0.15
H 3.11 -1.65 2.41 0.12
H -3.52 -0.84 -0.03 0.00
H -2.35 -1.95 0.05 0.10
```

[10]
Formula: C28H35N9O2RuS2
Source: the OMol25 dataset
Level of theory: ωB97M-V/def2-TZVPD

Its net charge is +2. As for the spin multiplicity: 1. For the energy relative to the best compared isomer or geometry (same formula, charge and spin), the calculation gives 0.0 kcal/mol.

```
77
Properties=species:S:1:pos:R:3:lowdin_charge:R:1
Ru 0.95 -0.05 0.20 0.89
O 0.66 2.51 0.09 -0.38
S -0.13 2.40 1.34 0.62
O 0.52 2.85 2.54 -0.28
N -0.51 0.85 1.32 -0.30
C -0.98 0.07 2.36 -0.25
C -1.83 0.45 3.37 0.01
C -2.26 -0.50 4.33 -0.04
C -1.85 -1.80 4.28 -0.02
C -0.96 -2.22 3.27 -0.14
C -0.46 -3.54 3.17 0.02
C 0.44 -3.86 2.19 -0.03
C 0.84 -2.86 1.29 -0.11
N 0.38 -1.63 1.33 -0.06
C -0.53 -1.29 2.32 -0.14
C -1.60 3.34 1.14 -0.30
C -1.65 4.62 1.67 -0.04
C -2.80 5.38 1.49 -0.05
C -3.88 4.85 0.80 -0.05
C -3.82 3.56 0.29 -0.06
C -2.68 2.80 0.45 -0.07
H -2.18 1.47 3.44 0.12
H -2.93 -0.17 5.11 0.12
H -2.19 -2.52 5.02 0.12
H -0.79 -4.29 3.88 0.13
H 0.85 -4.85 2.10 0.12
H 1.58 -3.06 0.52 0.11
H -0.80 5.01 2.22 0.12
H -2.85 6.38 1.90 0.12
H -4.77 5.45 0.67 0.12
H -4.68 3.15 -0.23 0.11
H -2.63 1.78 0.08 0.10
C 5.76 0.58 2.80 -0.03
N 4.32 0.83 2.70 -0.13
C 3.65 1.57 3.77 -0.01
C 3.57 0.33 1.71 -0.37
N 2.28 0.45 1.66 0.05
N 4.27 -0.34 0.71 0.17
C 3.84 -0.82 -0.51 -0.46
N 4.86 -1.30 -1.28 0.17
N 2.60 -0.84 -0.87 0.01
H 6.12 1.01 3.72 0.10
H 6.31 1.04 1.98 0.10
H 5.98 -0.49 2.84 0.10
H 4.41 2.02 4.41 0.10
H 3.03 0.92 4.38 0.11
H 3.04 2.37 3.36 0.09
H 1.90 0.98 2.43 0.04
H 5.26 -0.45 0.88 0.12
H 5.81 -1.02 -1.11 0.12
H 4.66 -1.60 -2.21 0.12
H 2.51 -1.17 -1.82 0.07
C -1.50 1.23 -4.98 -0.01
N -1.33 0.24 -3.91 0.02
C -0.79 0.52 -2.75 -0.57
N -0.35 1.74 -2.47 0.17
S -0.71 -0.55 -1.35 0.99
H -1.99 0.74 -5.81 0.10
H -0.53 1.60 -5.31 0.10
H -2.13 2.06 -4.64 0.10
H -1.67 -0.70 -4.07 0.10
H -0.48 2.49 -3.13 0.12
H 0.01 1.98 -1.53 0.05
C -0.85 -2.37 -1.83 -0.30
C -1.62 -2.63 -3.08 -0.34
C -0.95 -2.87 -4.28 -0.06
C -1.67 -3.09 -5.45 -0.06
C -3.06 -3.05 -5.42 -0.06
C -3.73 -2.81 -4.23 -0.05
C -3.02 -2.61 -3.06 -0.04
H 0.14 -2.84 -1.90 0.08
H -1.41 -2.78 -0.99 0.09
H 0.13 -2.91 -4.31 0.12
H -1.15 -3.29 -6.38 0.12
H -3.62 -3.22 -6.33 0.12
H -4.81 -2.80 -4.20 0.12
H -3.54 -2.43 -2.12 0.13
```